Computed, not measured: C35H55IrN2O2P2 as an isolated structure, with wB97M-V/def2-TZVPD.

The geometry in XYZ format:
```
97
C35H55IrN2O2P2 | the Open Molecules 2025 dataset | wB97M-V/def2-TZVPD
C 2.122 -2.028 -1.052
C 1.712 0.074 -2.044
C 3.010 -2.368 -2.066
C 2.549 -0.231 -3.111
C 3.201 -1.476 -3.111
H 3.503 -3.338 -1.994
H 2.693 0.503 -3.901
H 3.854 -1.741 -3.931
N 1.582 -0.794 -1.023
P 0.041 -2.547 0.701
P 0.792 2.061 -0.186
C 1.701 -3.016 0.012
H 1.721 -4.038 -0.400
H 2.426 -3.000 0.843
C 0.812 1.272 -1.935
H 1.045 2.005 -2.706
C -0.457 3.538 -0.418
C 2.533 2.752 0.093
C -1.181 -3.269 -0.560
C -0.053 -3.583 2.306
C -1.875 3.176 0.084
H -2.045 3.444 1.141
H -2.586 3.809 -0.473
H -2.155 2.127 -0.094
C 0.034 4.778 0.353
H 0.197 4.580 1.421
H 0.954 5.195 -0.072
H -0.727 5.573 0.281
C -0.645 3.921 -1.903
H -1.210 4.869 -1.933
H 0.285 4.087 -2.461
H -1.256 3.181 -2.439
C 2.571 3.310 1.540
H 1.813 2.844 2.191
H 3.550 3.086 1.991
H 2.432 4.400 1.565
C 3.620 1.671 -0.032
H 3.410 0.792 0.587
H 3.767 1.356 -1.072
H 4.566 2.108 0.331
C 2.819 3.836 -0.970
H 2.023 3.952 -1.717
H 3.005 4.813 -0.501
H 3.732 3.571 -1.527
C -1.466 -3.407 2.887
H -1.436 -3.549 3.979
H -1.891 -2.413 2.685
H -2.145 -4.173 2.487
C 1.002 -3.093 3.305
H 2.017 -3.219 2.904
H 0.864 -2.044 3.586
H 0.923 -3.700 4.222
C 0.239 -5.088 2.101
H 0.729 -5.479 3.009
H -0.678 -5.681 1.983
H 0.927 -5.289 1.270
C -1.030 -2.666 -1.974
H -1.133 -3.465 -2.733
H -1.801 -1.910 -2.158
H -0.053 -2.196 -2.145
C -2.609 -3.001 -0.063
H -2.752 -1.940 0.183
H -3.301 -3.269 -0.876
H -2.874 -3.613 0.806
C -0.956 -4.778 -0.698
H 0.073 -5.020 -0.993
H -1.212 -5.326 0.212
H -1.628 -5.143 -1.488
Ir 0.239 -0.183 0.574
C 1.452 -0.092 1.928
O 2.214 -0.003 2.814
N -1.170 0.174 -0.951
C -0.641 0.727 -1.987
C -1.389 0.812 -3.282
C -2.791 0.722 -3.244
C -0.719 0.957 -4.506
C -3.521 0.893 -4.418
H -3.269 0.531 -2.279
C -1.454 1.091 -5.686
H 0.370 0.956 -4.535
C -2.858 1.070 -5.641
H -4.614 0.892 -4.378
H -0.927 1.214 -6.628
H -3.428 1.190 -6.564
C -1.365 2.082 4.392
C -1.690 0.806 5.171
C -0.938 -0.260 4.394
O -0.920 0.164 3.004
C -1.353 1.554 2.947
H -2.079 2.901 4.529
H -0.366 2.433 4.696
H -2.766 0.600 5.105
H -1.388 0.860 6.217
H 0.105 -0.351 4.744
H -1.386 -1.260 4.492
H -2.368 1.559 2.491
H -0.677 2.168 2.304
```

Summary:
Gap between HOMO and LUMO (alpha / beta), eV: 6.007 / 5.131
Multiplicity: 6
E_tot, a.u.: -2412.53436
E_HOMO (alpha / beta), eV: -14.220 / -17.557
Net charge: +3

Mulliken population analysis, charges in e, atoms 1 to 4:
1 C 0.234
2 C -0.177
3 C -1.008
4 C -0.566